--- w ---
{"formula": "C7H8O2", "method": "ωB97M-V/def2-TZVPD", "species": ["C", "C", "C", "C", "C", "C", "C", "O", "O", "H", "H", "H", "H", "H", "H", "H", "H"], "xyz": [[0.0011, -1.6784, 0.3529], [0.0398, 1.3992, 2.7499], [0.2749, 1.2687, 1.4713], [-0.7091, 0.7447, 0.4738], [0.9379, -0.0329, -1.6373], [-0.3853, -0.6574, -1.9941], [-0.0282, -0.3918, -0.3447], [-0.9407, -2.4269, 0.3701], [0.0864, 1.6505, 3.8994], [1.0479, 2.0057, 1.2068], [0.9535, -1.9029, 0.8780], [-1.4484, 0.0870, 1.1385], [-1.3113, 1.6298, -0.0067], [1.6871, -0.8496, -1.7469], [1.3946, 0.9181, -2.0071], [-1.1312, -0.0730, -2.4126], [-0.4689, -1.6907, -2.3912]], "lowdin_charge": [-0.270, -0.183, -0.133, -0.154, -0.087, -0.069, -0.285, 0.079, 0.161, 0.133, 0.135, 0.150, 0.153, 0.095, 0.108, 0.057, 0.109], "charge": 0}



--- x ---
{"formula": "C7H8O2", "method": "ωB97M-V/def2-TZVPD", "species": ["C", "C", "C", "C", "C", "C", "C", "O", "O", "H", "H", "H", "H", "H", "H", "H", "H"], "xyz": [[2.6767, -1.5548, 0.2782], [1.7479, -0.8132, 0.1800], [0.7037, 1.1434, 1.5226], [-0.6915, -0.5156, 0.4670], [-1.3424, 0.3175, 1.4750], [0.6949, 0.1463, 0.1052], [0.6497, 0.8523, -1.2577], [1.6855, 1.7698, 1.8477], [-0.4604, 1.2116, 2.1000], [3.4616, -2.1222, 0.6060], [-0.4637, -1.5007, 0.8433], [-1.2250, -0.4368, -0.4833], [-2.1724, 1.0211, 1.0746], [-1.8534, -0.4012, 2.1038], [-0.1423, 1.6327, -1.4372], [0.3882, 0.1005, -2.0922], [1.6888, 1.1180, -1.4895]], "lowdin_charge": [0.164, -0.110, -0.382, -0.120, -0.194, -0.360, -0.039, 0.121, 0.081, 0.011, 0.122, 0.122, 0.161, 0.124, 0.103, 0.111, 0.086], "charge": 0}



--- y ---
{"formula": "C7H8O2", "method": "ωB97M-V/def2-TZVPD", "species": ["C", "C", "C", "C", "C", "C", "C", "O", "O", "H", "H", "H", "H", "H", "H", "H", "H"], "xyz": [[-2.9514, 0.6363, -0.0814], [-1.5621, 0.1335, 0.1336], [-0.1017, 2.0229, 0.8196], [-4.2046, 0.1638, -0.3309], [-0.2337, 0.6359, 0.5184], [0.8421, -0.7464, -1.2810], [0.9374, -0.1944, 0.1555], [0.9726, 2.6136, 0.7598], [-5.2568, 0.0146, -0.7111], [-3.0561, 1.7196, -0.2277], [-1.4312, -0.8744, -0.1039], [-1.0577, 2.5872, 0.9597], [1.5662, -1.5445, -1.4968], [0.9884, 0.1505, -1.9703], [-0.1157, -1.1608, -1.5437], [1.9234, 0.4817, 0.3264], [1.0620, -0.9659, 0.8499]], "lowdin_charge": [-0.062, 0.005, -0.261, -0.164, -0.213, -0.099, -0.227, 0.020, 0.231, 0.114, 0.067, 0.125, 0.072, 0.106, 0.044, 0.162, 0.082], "charge": 0}



Most stable pick: x. Distance to second place: 5.0 kcal/mol.



--- w ---
{"formula": "C4H7NOS", "method": "ωB97M-V/def2-TZVPD", "species": ["C", "C", "C", "C", "N", "O", "S", "H", "H", "H", "H", "H", "H", "H"], "xyz": [[-1.9589, -0.3082, 0.0320], [0.8928, -0.9978, 0.1342], [0.6267, 0.2639, -0.4613], [0.7465, 1.5765, 0.0741], [-1.5764, -1.4339, 0.2438], [0.2481, -2.0258, -0.1679], [-2.3508, 1.1946, -0.0340], [2.0072, -1.0482, -0.2775], [0.9883, -0.8679, 1.2924], [0.2973, 0.1928, -1.4726], [1.6005, 2.2259, -0.3193], [0.7511, 1.4997, 1.1272], [-0.2539, 2.0309, -0.2882], [-2.0183, -2.3027, 0.1172]], "lowdin_charge": [-0.780, -0.521, -0.144, -0.130, 0.121, -0.115, 0.737, 0.226, 0.162, 0.119, 0.123, 0.067, 0.025, 0.110], "charge": 0}



--- x ---
{"formula": "C4H7NOS", "method": "ωB97M-V/def2-TZVPD", "species": ["C", "C", "C", "C", "H", "H", "H", "H", "H", "H", "H", "N", "O", "S"], "xyz": [[2.2981, 0.2596, -0.0380], [0.7668, 0.4592, 0.2826], [0.3196, 1.7295, 0.1889], [-0.0464, -0.7316, 0.7886], [1.6282, -1.3247, -1.1532], [2.4794, 1.2010, -0.6073], [3.0029, 0.3882, 0.9541], [0.8569, 2.7118, -0.0725], [-0.7295, 2.0331, 0.4350], [0.2521, -1.6114, 1.3681], [-3.5450, -0.6577, -0.4852], [-1.4020, -0.8051, 0.6366], [2.6718, -0.9788, -0.5874], [-2.2209, 0.0266, -0.4705]], "lowdin_charge": [-0.312, -0.300, 0.006, -0.178, 0.255, 0.095, 0.163, 0.101, 0.043, 0.109, -0.064, -0.463, -0.152, 0.696], "charge": 0}



Most stable pick: x. Distance to second place: 23.6 kcal/mol.



--- w ---
{"formula": "C7H7NO2", "method": "ωB97M-V/def2-TZVPD", "species": ["C", "C", "C", "C", "C", "C", "C", "N", "O", "O", "H", "H", "H", "H", "H", "H", "H"], "xyz": [[-1.6856, -1.1735, 1.1627], [-1.0323, -1.1056, -0.0416], [-1.9188, -0.0621, 2.0743], [-0.2446, -0.0087, -0.6764], [1.7086, 0.7912, 0.2676], [2.9202, 0.7148, 0.6953], [-0.2153, 0.0285, -2.0941], [0.5576, 0.8604, -0.0662], [-1.5996, 1.1390, 1.9285], [0.7275, 0.8726, -2.5831], [-2.0402, -2.1084, 1.5578], [-1.3899, -1.9728, -0.6802], [3.7725, 0.8942, 0.0831], [3.2235, 0.7700, 1.6806], [-0.7633, -0.4869, -2.7969], [-2.6381, -0.4219, 2.9356], [0.6179, 1.2693, -3.4472]], "lowdin_charge": [-0.092, -0.005, -0.271, -0.252, -0.123, 0.028, -0.076, 0.147, -0.001, 0.020, 0.084, 0.129, 0.050, 0.031, 0.094, 0.129, 0.108], "charge": 0}



--- x ---
{"formula": "C7H7NO2", "method": "ωB97M-V/def2-TZVPD", "species": ["C", "C", "C", "C", "C", "C", "C", "N", "O", "O", "H", "H", "H", "H", "H", "H", "H"], "xyz": [[-1.2841, 0.8766, -2.0612], [-1.5894, -0.3709, -1.5456], [-0.3369, 1.6859, -1.4574], [-0.9393, -0.8285, -0.3991], [0.3291, 1.2414, -0.3168], [-0.0110, 0.0057, 0.1396], [1.2021, -0.9663, 3.0373], [1.9126, -0.0050, 3.7633], [0.6158, -0.5393, 4.1801], [1.5547, -2.2676, 2.8492], [-1.7903, 1.2199, -2.9513], [-2.3334, -0.9941, -2.0212], [-0.1117, 2.6631, -1.8575], [-1.1757, -1.7909, 0.0265], [1.0707, 1.8501, 0.1736], [2.6262, -0.4033, 4.3854], [1.6281, -2.4606, 1.9069]], "lowdin_charge": [-0.103, -0.095, -0.093, -0.115, -0.108, 0.024, -0.397, 0.088, 0.017, 0.069, 0.101, 0.102, 0.102, 0.095, 0.099, 0.108, 0.106], "charge": 0}



Most stable pick: w. Distance to second place: 55.8 kcal/mol.



--- w ---
{"formula": "C7H7NO2", "method": "ωB97M-V/def2-TZVPD", "species": ["C", "C", "C", "C", "C", "C", "C", "H", "H", "H", "H", "H", "H", "H", "N", "O", "O"], "xyz": [[1.3089, 0.1538, 1.9862], [1.8238, -0.5162, 0.7953], [1.0565, -0.8560, -0.4195], [-0.2346, -0.4393, -0.8414], [-0.9154, -0.3676, -2.1845], [-1.9543, 0.5970, -2.1017], [-2.0105, 0.9774, -0.7454], [1.8430, 0.3321, 3.8765], [2.7622, -1.1251, 0.8332], [1.3033, -1.7808, -1.1831], [-0.4472, -0.7444, -3.0667], [-2.7087, 0.6702, -2.8707], [-2.6655, 1.5615, -0.2567], [-0.7204, 0.5049, 0.9015], [-0.9279, 0.4728, -0.0496], [2.3153, 0.0199, 2.9686], [0.1714, 0.5396, 2.3579]], "lowdin_charge": [-0.467, -0.015, 0.002, -0.256, -0.008, -0.072, -0.053, 0.186, 0.107, 0.166, 0.083, 0.093, 0.075, 0.057, 0.095, -0.007, 0.011], "charge": 0}



--- x ---
{"formula": "C7H7NO2", "method": "ωB97M-V/def2-TZVPD", "species": ["O", "O", "C", "C", "C", "C", "C", "C", "N", "C", "H", "H", "H", "H", "H", "H", "H"], "xyz": [[-0.7337, 0.9143, 2.4902], [1.6644, 2.4953, -0.8646], [-0.3476, 1.0133, 1.3141], [0.9697, 1.7350, -0.2284], [-1.9635, -1.8023, 0.9836], [-0.8028, -1.4364, 0.3889], [-0.1016, -0.0941, 0.3953], [0.7242, 0.3508, -0.6396], [0.3047, 2.1771, 0.9231], [1.1229, -0.3737, -1.9242], [-2.3310, -2.7947, 0.8421], [-2.5941, -1.1203, 1.4677], [-0.0927, -2.1722, -0.0237], [0.7627, 2.7295, 1.6229], [0.4241, -1.2139, -2.0561], [0.8089, 0.3165, -2.7599], [2.1853, -0.7241, -1.9314]], "lowdin_charge": [0.082, 0.109, -0.390, -0.433, 0.061, -0.087, -0.072, -0.098, 0.189, -0.008, 0.052, 0.047, 0.106, 0.164, 0.068, 0.108, 0.103], "charge": 0}



Most stable pick: x. Distance to second place: 19.7 kcal/mol.



--- w ---
{"formula": "C3H4ClNO2S", "method": "ωB97M-V/def2-TZVPD", "species": ["C", "C", "C", "N", "O", "O", "S", "Cl", "H", "H", "H", "H"], "xyz": [[-1.7936, -1.6366, 0.1209], [0.4717, 0.1902, 0.4632], [-2.0474, -0.4250, -0.5239], [-1.5915, -2.6109, 0.6783], [-1.2828, 2.0298, -0.4998], [-1.7726, 0.9976, 1.6385], [-1.1658, 0.9306, 0.3624], [-3.7553, 0.1197, -0.3286], [1.1211, 0.5029, 1.4117], [0.4292, -0.8508, 0.7147], [1.1116, 0.3088, -0.5037], [-1.8451, -0.4907, -1.5286]], "lowdin_charge": [-0.333, -0.153, -0.689, 0.211, -0.289, -0.299, 0.527, 0.689, 0.126, 0.024, 0.111, 0.075], "charge": 0}



--- x ---
{"formula": "C3H4ClNO2S", "method": "ωB97M-V/def2-TZVPD", "species": ["C", "C", "C", "N", "O", "O", "S", "Cl", "H", "H", "H", "H"], "xyz": [[-2.6639, 0.4352, -0.1894], [2.3277, -0.3948, 0.0195], [-1.3517, 0.7107, -0.0308], [1.2028, 0.1943, 0.1025], [2.6177, -1.7358, -0.1703], [-0.8670, 1.9299, -0.2539], [-0.1502, -0.7718, 0.1433], [-3.1408, -1.2031, 0.2169], [-3.4413, 1.2748, -0.1823], [3.3008, 0.1177, 0.1982], [0.1292, 1.9412, 0.1534], [2.0369, -2.4985, -0.0072]], "lowdin_charge": [-0.566, -0.342, -0.664, -0.341, -0.012, -0.037, 0.912, 0.541, 0.107, 0.142, 0.165, 0.096], "charge": 0}



Most stable pick: x. Distance to second place: 2.4 kcal/mol.



--- w ---
{"formula": "C3H4BrN", "method": "ωB97M-V/def2-TZVPD", "species": ["C", "C", "C", "N", "Br", "H", "H", "H", "H"], "xyz": [[0.3974, 1.0997, -0.0586], [0.1588, -0.1866, 0.0882], [-1.0493, -0.8790, 0.1820], [-0.9752, -2.0971, -0.0657], [-2.5814, 0.3236, -0.0211], [1.4838, 1.4168, -0.1366], [-0.3301, 1.9141, -0.0547], [0.9615, -0.8233, 0.0322], [-1.8041, -2.6344, -0.2048]], "lowdin_charge": [-0.001, -0.281, -0.779, 0.129, 0.674, 0.088, 0.034, 0.081, 0.055], "charge": 0}



--- x ---
{"formula": "C3H4BrN", "method": "ωB97M-V/def2-TZVPD", "species": ["C", "C", "C", "N", "Br", "H", "H", "H", "H"], "xyz": [[-0.6190, -1.4102, 0.0877], [0.7367, 0.6189, -0.4832], [-0.4672, -0.0186, 0.1260], [-0.7411, -2.5500, 0.0254], [-2.0849, 0.9635, 0.0444], [1.6372, 0.0886, -0.1819], [0.8118, 1.6613, -0.1788], [0.6642, 0.5876, -1.5738], [0.0623, 0.0588, 2.1342]], "lowdin_charge": [-0.372, -0.176, -0.821, 0.176, 0.741, 0.084, 0.073, 0.090, 0.204], "charge": 0}



--- y ---
{"formula": "C3H4BrN", "method": "ωB97M-V/def2-TZVPD", "species": ["C", "C", "C", "N", "Br", "H", "H", "H", "H"], "xyz": [[0.1946, -1.5612, -0.4153], [-0.2861, 0.9369, 0.0811], [-0.2533, -0.3788, -0.2754], [-0.4598, 1.2459, 1.3531], [-2.3668, 0.6193, -2.0519], [-0.4242, -2.4116, -0.7540], [1.1445, -1.9101, -0.2571], [-0.4317, 1.6425, -0.7601], [-0.4603, 2.2359, 1.3677]], "lowdin_charge": [0.079, -0.364, -0.092, 0.164, -0.047, 0.114, 0.065, 0.045, 0.037], "charge": 0}



Most stable pick: w. Distance to second place: 59.3 kcal/mol.



--- w ---
{"formula": "C3H4BrN", "method": "ωB97M-V/def2-TZVPD", "species": ["C", "C", "C", "N", "Br", "H", "H", "H", "H"], "xyz": [[0.7906, 1.3162, 0.0162], [-1.0353, -0.6079, -0.4251], [0.8449, 0.0112, 0.6234], [0.4898, 2.3542, -0.3689], [2.2368, -1.0549, -0.0401], [-1.2774, 0.4499, -0.5663], [-1.7192, -1.0219, 0.3521], [-0.9078, -1.2997, -1.2288], [0.5777, -0.1471, 1.6375]], "lowdin_charge": [-0.396, 0.076, -0.636, 0.151, 0.690, 0.012, 0.038, 0.020, 0.045], "charge": 0}



--- x ---
{"formula": "C3H4BrN", "method": "ωB97M-V/def2-TZVPD", "species": ["C", "C", "C", "N", "Br", "H", "H", "H", "H"], "xyz": [[-0.2196, 1.3652, 0.2665], [0.1223, -0.9678, -0.2056], [0.5255, 0.4018, -0.1683], [-1.1207, -1.1535, -0.2094], [2.6359, 0.8913, -0.2718], [-0.1831, 2.4308, 0.4641], [-1.2775, 0.9074, 0.4304], [0.8962, -1.7873, -0.1317], [-1.3790, -2.0880, -0.1743]], "lowdin_charge": [-0.034, -0.289, -0.554, 0.105, 0.426, 0.075, 0.108, 0.130, 0.033], "charge": 0}



Most stable pick: x. Distance to second place: 21.1 kcal/mol.